# 1
The following is a DFT calculation (wB97M-V/def2-TZVPD) of a 2-piece molecular cluster, C6H14N2O2 overall at a distorted geometry.

The geometry in XYZ format:
```
24
Properties=species:S:1:pos:R:3:lowdin_charge:R:1
C -0.59 -3.04 0.94 -0.123
C -0.59 -1.90 2.01 -0.180
C -0.84 -0.49 1.37 -0.585
N -1.69 0.25 2.20 0.085
O -0.36 -0.20 0.36 0.071
H -1.61 -3.47 0.99 0.062
H 0.19 -3.75 1.24 0.054
H -0.38 -2.55 -0.18 0.131
H -1.52 -2.06 2.75 0.129
H 0.45 -2.00 2.44 0.119
H -1.70 1.39 2.09 0.176
H -2.30 -0.26 2.92 0.111
C 1.95 0.71 -0.95 -0.092
C 1.00 2.00 -0.77 -0.134
C 0.22 2.35 -2.02 -0.556
N 0.01 1.35 -2.97 0.141
O -0.32 3.44 -2.17 0.014
H 1.46 -0.21 -1.22 0.037
H 2.44 0.51 -0.09 0.018
H 2.69 0.93 -1.78 0.095
H 0.09 1.94 -0.11 0.102
H 1.69 2.79 -0.41 0.115
H -0.63 1.88 -3.62 0.130
H 0.33 0.40 -3.03 0.079
```

Computed properties:
E_tot in a.u.: -496.96107
ΔE to the lowest compared entry with this formula, charge and spin in kcal/mol: 60.5
Largest force on an atom in eV/A: 6.61
Charge: 0
Gap between HOMO and LUMO in eV: 10.06

# 2
The following is a DFT calculation (wB97M-V/def2-TZVPD) of C32H29FeNP as an isolated structure at a distorted geometry.

The geometry in XYZ format:
```
64
Properties=species:S:1:pos:R:3:lowdin_charge:R:1
C -1.36 -4.02 -2.78 -0.181
C -0.43 -4.17 -1.75 -0.152
C 0.37 -3.10 -1.37 -0.173
C 0.21 -1.85 -1.99 -0.407
P 1.18 -0.46 -1.40 1.027
C 2.80 -0.47 -2.18 -0.293
C 3.70 0.58 -1.91 -0.082
C 4.84 0.74 -2.70 -0.094
C 5.11 -0.17 -3.73 -0.102
C 4.26 -1.26 -3.95 -0.096
C 3.11 -1.42 -3.17 -0.074
C 0.35 1.10 -1.85 -0.341
C -0.43 1.81 -0.91 -0.141
C -1.14 2.94 -1.29 -0.138
C -1.06 3.41 -2.60 -0.180
C -0.25 2.74 -3.54 -0.142
C 0.46 1.60 -3.16 -0.151
C 1.02 -0.51 0.42 -0.262
C 1.88 0.56 0.97 -0.300
N 2.50 1.42 1.45 0.142
C -0.71 -1.70 -3.04 -0.127
C -1.50 -2.79 -3.43 -0.143
H -1.99 -4.86 -3.07 0.069
H -0.31 -5.13 -1.24 0.088
H 1.12 -3.22 -0.58 0.076
H 3.48 1.28 -1.10 0.092
H 5.51 1.58 -2.52 0.099
H 5.99 -0.03 -4.36 0.093
H 4.47 -1.98 -4.75 0.096
H 2.43 -2.26 -3.36 0.107
H -0.49 1.49 0.13 0.050
H -1.75 3.45 -0.54 0.085
H -1.63 4.29 -2.90 0.068
H -0.18 3.11 -4.56 0.084
H 1.10 1.10 -3.88 0.095
H 1.27 -1.52 0.82 0.116
H -0.81 -0.74 -3.55 0.090
H -2.21 -2.67 -4.25 0.080
C -2.14 -1.06 0.61 -0.048
C -0.87 -0.83 1.32 -0.141
C -0.81 -0.80 2.70 -0.246
C 0.22 -0.27 3.64 -0.072
C -0.27 -0.39 4.99 -0.116
C -1.63 -0.92 4.95 -0.125
C -2.00 -1.12 3.57 -0.097
Fe -1.47 0.73 3.86 0.236
C -3.08 1.77 4.34 -0.139
C -2.84 1.79 2.91 -0.124
C -1.51 2.33 2.69 -0.110
C -0.91 2.61 3.99 -0.124
C -1.89 2.28 5.01 -0.142
H -2.66 -0.06 0.53 0.096
H -2.02 -1.42 -0.42 0.086
H -2.79 -1.75 1.17 0.077
H -0.21 -0.14 0.65 0.024
H 1.22 0.02 3.32 0.096
H 0.31 -0.17 5.89 0.114
H -2.25 -1.15 5.81 0.113
H -2.91 -1.54 3.17 0.111
H -4.02 1.52 4.82 0.112
H -3.57 1.56 2.13 0.114
H -1.08 2.58 1.73 0.096
H 0.06 3.08 4.15 0.119
H -1.79 2.47 6.07 0.111
```

Computed properties:
E_tot in a.u.: -2896.29028
Largest force on an atom in eV/A: 5.83
Spin multiplicity: 5
Charge: -1
⟨S²⟩: 6.0755
Gap between HOMO and LUMO (spin up / spin down) in eV: 3.00 / 7.10

# 3
The following is a DFT calculation (wB97M-V/def2-TZVPD) of C39H59AsN4O5PSi3Ti as an isolated structure at a distorted geometry.

The geometry in XYZ format:
```
113
Properties=species:S:1:pos:R:3:lowdin_charge:R:1
Ti -16.85 -5.40 7.48 0.716
O -15.54 -6.84 6.50 -0.142
C -14.21 -6.73 6.80 -0.238
C -13.82 -5.26 6.83 -0.126
N -14.78 -4.48 7.67 -0.210
C -14.84 -3.12 7.15 -0.119
C -16.29 -2.80 6.81 -0.567
O -16.91 -1.75 7.00 -0.007
O -16.93 -3.85 6.32 -0.214
C -14.57 -4.51 9.17 -0.083
C -14.46 -5.93 9.75 -0.426
O -13.33 -6.38 10.04 -0.098
O -16.66 -6.47 8.97 -0.309
H -15.76 -7.60 5.83 0.106
H -13.58 -7.23 6.04 0.117
H -13.95 -7.21 7.75 0.114
H -13.86 -4.86 5.84 0.104
H -12.80 -5.14 7.18 0.124
H -14.17 -3.01 6.26 0.124
H -14.41 -2.43 7.91 0.127
H -13.60 -4.05 9.46 0.120
H -15.43 -4.00 9.64 0.123
N -20.36 -5.95 3.33 0.069
C -19.99 -6.34 4.59 -0.468
C -18.80 -5.85 5.19 -0.150
N -18.33 -6.28 6.40 -0.152
C -19.04 -7.31 7.02 -0.174
C -20.24 -7.62 6.50 -0.233
N -20.71 -7.23 5.29 0.016
H -19.66 -5.46 2.77 0.074
H -20.89 -6.59 2.74 0.060
H -18.21 -5.06 4.73 0.076
H -18.58 -7.82 7.87 0.087
H -20.89 -8.34 6.93 0.059
C -20.34 -3.38 7.85 -0.250
P -19.13 -4.29 8.94 1.036
C -18.74 -2.92 10.03 -0.372
C -18.50 -1.65 9.53 -0.104
C -18.02 -0.63 10.39 -0.093
C -17.68 -0.89 11.69 -0.136
C -17.81 -2.18 12.15 -0.119
C -18.32 -3.20 11.35 -0.077
C -20.17 -5.37 9.97 -0.341
C -19.58 -6.35 10.81 -0.095
C -20.41 -7.31 11.38 -0.100
C -21.79 -7.36 11.17 -0.114
C -22.36 -6.35 10.41 -0.113
C -21.57 -5.36 9.82 -0.094
H -21.12 -2.87 8.47 0.047
H -20.79 -4.05 7.10 0.054
H -19.79 -2.63 7.29 0.027
H -18.61 -1.46 8.45 0.083
H -17.91 0.36 9.97 0.092
H -17.20 -0.15 12.31 0.088
H -17.50 -2.44 13.15 0.092
H -18.37 -4.24 11.69 0.091
H -18.52 -6.28 11.01 0.094
H -19.88 -8.06 12.00 0.107
H -22.39 -8.16 11.66 0.101
H -23.43 -6.28 10.21 0.090
H -22.06 -4.56 9.27 0.082
C -15.68 -6.73 9.89 -0.286
C -15.68 -7.94 10.70 -0.164
C -16.74 -8.91 10.77 -0.050
C -16.55 -10.09 11.51 -0.148
C -15.45 -10.24 12.37 -0.183
C -14.52 -9.20 12.45 -0.142
C -14.66 -8.05 11.66 -0.063
H -17.69 -8.73 10.23 0.086
H -17.24 -10.92 11.38 0.074
H -15.25 -11.14 12.94 0.066
H -13.71 -9.25 13.21 0.088
H -13.91 -7.23 11.78 0.108
C -13.47 -10.95 7.54 -0.229
Si -14.96 -11.95 7.01 0.317
C -14.36 -13.38 5.87 -0.241
C -15.90 -12.88 8.46 -0.208
As -16.49 -10.51 5.90 0.809
Si -18.59 -11.52 5.62 0.274
C -18.54 -13.44 5.47 -0.234
C -19.39 -10.95 3.94 -0.220
C -19.66 -11.16 7.13 -0.231
Si -15.75 -9.93 3.74 0.276
C -13.91 -9.52 3.94 -0.238
C -16.56 -8.31 3.09 -0.215
C -15.96 -11.31 2.41 -0.228
H -12.77 -11.57 8.16 0.044
H -13.76 -10.08 8.12 0.023
H -12.88 -10.68 6.64 0.011
H -14.20 -14.33 6.42 0.020
H -13.45 -13.16 5.29 0.017
H -15.13 -13.55 5.11 -0.005
H -15.30 -12.88 9.38 0.021
H -15.99 -13.95 8.16 0.013
H -16.90 -12.46 8.66 0.006
H -17.74 -13.84 4.84 0.004
H -19.50 -13.86 5.16 0.014
H -18.40 -13.79 6.53 0.018
H -18.72 -11.25 3.11 -0.007
H -19.56 -9.86 3.82 0.022
H -20.35 -11.50 3.79 0.032
H -20.03 -12.15 7.46 0.018
H -20.57 -10.58 6.86 0.024
H -19.15 -10.68 7.97 0.021
H -13.54 -9.73 4.95 -0.026
H -13.48 -8.54 3.66 0.032
H -13.42 -10.32 3.32 0.025
H -15.84 -7.51 2.79 0.036
H -17.20 -7.92 3.90 -0.001
H -17.25 -8.59 2.28 0.019
H -15.08 -11.95 2.58 0.001
H -16.04 -10.96 1.37 0.028
H -16.78 -11.98 2.74 -0.002
```

Computed properties:
E_tot in a.u.: -6411.86580
ΔE to the lowest compared entry with this formula, charge and spin in kcal/mol: 0.0
Largest force on an atom in eV/A: 4.15
Spin multiplicity: 2
Charge: -2
⟨S²⟩: 1.2052
Gap between HOMO and LUMO (spin up / spin down) in eV: 2.41 / 2.72

# 4
The following is a DFT calculation (wB97M-V/def2-TZVPD) of an isolated ion of composition C4H8N2O2 and charge +1 at a distorted geometry.

The geometry in XYZ format:
```
16
Properties=species:S:1:pos:R:3:lowdin_charge:R:1
C 0.98 -0.06 0.45 -0.159
C 1.78 0.09 -0.84 -0.125
C 1.14 -0.87 -1.87 -0.220
O 1.23 -0.49 -3.03 0.074
N -0.42 0.30 0.24 0.221
C -1.40 0.40 1.17 -0.512
N -0.91 0.29 2.56 0.125
O -2.56 0.41 0.88 0.220
H 1.18 -1.07 1.01 0.190
H 1.39 0.70 1.26 0.204
H 2.82 -0.25 -0.85 0.154
H 1.69 1.10 -1.14 0.118
H 0.64 -1.90 -1.55 0.174
H -0.68 0.66 -0.75 0.239
H -1.81 0.33 3.12 0.135
H -0.19 -0.39 3.04 0.161
```

Computed properties:
E_tot in a.u.: -416.81799
ΔE to the lowest compared entry with this formula, charge and spin in kcal/mol: 50.5
Largest force on an atom in eV/A: 6.06
Spin multiplicity: 2
Charge: +1
⟨S²⟩: 0.7670
Gap between HOMO and LUMO (spin up / spin down) in eV: 10.71 / 4.82